No. 1
Formula: C4H7NO
Source: the Open Molecules 2025 dataset
Level of theory: the ωB97M-V functional and the def2-TZVPD basis

For the frontier orbital gap, the calculation gives 0.405 Ha. The energy relative to the best compared isomer or geometry (same formula, charge and spin) is 2.641 eV. The value obtained for the HOMO energy is -0.3634 Eh. Its total energy is -7797.003 eV. The value obtained for the molar mass is 85.1 g mol⁻¹. The value obtained for the LUMO energy is 1.140 eV. Its SMILES is C/N=C/[C@H]1CO1.

Atoms and positions in Å:
O 1.86095 -0.84119 0.76935
N -0.81178 0.22254 0.43934
C 1.28591 -0.50862 -0.48737
C -0.20220 -0.36286 -0.49980
C -2.25946 0.22518 0.39972
C 2.14350 0.43607 0.23787
H -2.67768 -0.49508 -0.32052
H 3.17214 0.58510 -0.09236
H -0.72832 -0.82299 -1.35196
H -2.62041 1.22783 0.14647
H -2.63911 -0.01517 1.39750
H 1.70752 -1.05505 -1.33206
H 1.66809 1.27106 0.75007

No. 2
Formula: C4H7NO
Source: the Open Molecules 2025 dataset
Level of theory: the ωB97M-V functional and the def2-TZVPD basis

For the frontier orbital gap (alpha / beta), the calculation gives 0.339 / 0.339 Ha. The energy relative to the best compared isomer or geometry (same formula, charge and spin) is 6.455 eV. The value obtained for the HOMO energy (alpha / beta) is -0.3257 / -0.3256 Eh. Its total energy is -7793.190 eV. The value obtained for the molar mass is 85.1 g mol⁻¹. The value obtained for the LUMO energy (alpha / beta) is 0.375 / 0.375 eV. Its SMILES is C=[N+](C)[O-].C#C.

Atoms and positions in Å:
O 0.76466 -0.59054 1.06393
N 0.83046 -0.87393 -0.23142
C 0.58556 -2.13223 -0.64097
C -1.77517 1.51990 1.69542
C -2.80296 2.06347 1.29116
C 1.36722 0.19591 -1.00169
H 2.42664 0.28048 -0.83411
H 0.37010 -2.88892 0.17054
H 1.31979 -0.11631 -2.18698
H -0.97503 1.17209 2.33098
H -3.38340 2.73017 0.70859
H 0.95706 1.13325 -0.80218
H 0.31508 -2.49333 -1.56326

No. 3
Formula: C4H7NO
Source: the Open Molecules 2025 dataset
Level of theory: the ωB97M-V functional and the def2-TZVPD basis

For the frontier orbital gap, the calculation gives 0.363 Ha. The energy relative to the best compared isomer or geometry (same formula, charge and spin) is 4.364 eV. The value obtained for the HOMO energy is -0.3320 Eh. Its total energy is -7795.280 eV. The value obtained for the molar mass is 85.1 g mol⁻¹. The value obtained for the LUMO energy is 0.835 eV.

Atoms and positions in Å:
O -0.64241 2.15444 -0.79381
N -0.81679 0.18900 0.22854
C 0.40161 -0.18519 -0.45096
C -0.72701 -1.19839 -0.15104
C -1.36812 1.32350 -0.21272
C 1.59923 -0.35430 0.47886
H 2.32407 -1.08839 0.10568
H -0.66535 -1.81344 0.76112
H -1.39971 -1.62942 -0.89066
H 2.11328 0.60372 0.56366
H 0.28478 1.14947 -1.12092
H 1.31408 -0.67551 1.49465
H -2.41765 1.52451 -0.01240

No. 4
Formula: C4H7NO
Source: the Open Molecules 2025 dataset
Level of theory: the ωB97M-V functional and the def2-TZVPD basis

For the frontier orbital gap, the calculation gives 0.410 Ha. The energy relative to the best compared isomer or geometry (same formula, charge and spin) is 1.661 eV. The value obtained for the HOMO energy is -0.3847 Eh. Its total energy is -7797.983 eV. The value obtained for the molar mass is 85.1 g mol⁻¹. The value obtained for the LUMO energy is 0.691 eV. Its SMILES is CCC=O.C#N.

Atoms and positions in Å:
O -0.85451 1.43564 -0.89030
N -3.50749 -0.92645 0.95030
C 1.92521 -0.13494 0.35266
C 0.00969 0.59932 -1.04014
C 0.45756 -0.40310 -0.00984
C -3.04533 0.04033 0.52028
H -0.19132 -0.35216 0.87033
H 0.56834 0.55540 -1.99962
H 2.02932 0.82990 0.85996
H 0.36120 -1.40504 -0.45092
H 2.31329 -0.91348 1.01547
H -2.55497 0.90712 0.10857
H 2.55170 -0.11602 -0.54654

No. 5
Formula: C4H7NO
Source: the Open Molecules 2025 dataset
Level of theory: the ωB97M-V functional and the def2-TZVPD basis

For the frontier orbital gap (alpha / beta), the calculation gives 0.281 / 0.303 Ha. The energy relative to the best compared isomer or geometry (same formula, charge and spin) is 1.056 eV. The value obtained for the HOMO energy (alpha / beta) is -0.2621 / -0.4166 Eh. Its total energy is -7792.782 eV. The value obtained for the molar mass is 85.1 g mol⁻¹. The value obtained for the LUMO energy (alpha / beta) is 0.523 / -3.100 eV. The multiplicity is 3.

Atoms and positions in Å:
O 1.82514 -0.65618 0.07852
N 0.63741 1.15458 2.34640
C 0.01178 0.07632 0.13714
C -0.81881 -1.19356 0.33844
C 0.30111 0.72467 1.34288
C -0.32249 1.11020 -0.98032
H -1.82938 -1.08646 0.29898
H -0.45231 -2.13274 -0.29908
H 2.25180 -0.27276 -0.67428
H -0.57923 0.53744 -1.98675
H 0.64179 1.60103 -1.32702
H -0.57451 -1.70165 1.29744
H -1.09229 1.83912 -0.57235

No. 6
Formula: C4H7NO2
Source: the Open Molecules 2025 dataset
Level of theory: the ωB97M-V functional and the def2-TZVPD basis

For the frontier orbital gap, the calculation gives 0.348 Ha. The energy relative to the best compared isomer or geometry (same formula, charge and spin) is 3.202 eV. The value obtained for the HOMO energy is -0.3204 Eh. Its total energy is -9844.078 eV. The value obtained for the molar mass is 101.1 g mol⁻¹. The value obtained for the LUMO energy is 0.749 eV. Its SMILES is [H]/N=C(\C)OCC=O.

Atoms and positions in Å:
O 0.36778 1.31185 0.07397
O -1.64732 -0.77554 2.35083
N -1.10814 0.11360 -1.15415
C 0.02307 0.68212 1.33039
C 0.10076 0.30698 -0.80247
C -1.39516 -0.13807 1.35533
C 1.28035 -0.46911 -1.26099
H 1.92477 -0.76972 -0.43024
H 0.95813 -1.34779 -1.82129
H -1.24183 -0.76362 -1.64544
H 0.92152 0.12795 1.66550
H -0.18146 1.48624 2.02852
H -1.86098 0.04034 0.21749
H 1.85852 0.19479 -1.90743

No. 7
Formula: C4H7NO2
Source: the Open Molecules 2025 dataset
Level of theory: the ωB97M-V functional and the def2-TZVPD basis

For the frontier orbital gap, the calculation gives 0.390 Ha. The energy relative to the best compared isomer or geometry (same formula, charge and spin) is 3.885 eV. The value obtained for the HOMO energy is -0.3576 Eh. Its total energy is -9843.395 eV. The value obtained for the molar mass is 101.1 g mol⁻¹. The value obtained for the LUMO energy is 0.870 eV. Its SMILES is C[C@]1(C=O)CN1O.

Atoms and positions in Å:
O 0.29249 -1.14088 1.89535
O -2.15225 0.19235 -1.27924
N 0.80539 -0.27826 0.90233
C 0.21413 1.02928 0.89281
C -1.53905 -0.13164 -0.28914
C -0.04825 0.04017 -0.22832
C 0.65590 -0.14049 -1.55382
H 1.11990 -1.47216 2.27362
H 1.65451 0.29976 -1.55342
H -0.63093 1.13385 1.57983
H -2.06336 -0.45609 0.62897
H 0.77401 -1.22353 -1.69205
H 0.85166 1.90391 0.81001
H 0.06585 0.24371 -2.38694

No. 8
Formula: C4H7NO2
Source: the Open Molecules 2025 dataset
Level of theory: the ωB97M-V functional and the def2-TZVPD basis

For the frontier orbital gap, the calculation gives 0.392 Ha. The energy relative to the best compared isomer or geometry (same formula, charge and spin) is 2.212 eV. The value obtained for the HOMO energy is -0.3597 Eh. Its total energy is -9845.068 eV. The value obtained for the molar mass is 101.1 g mol⁻¹. The value obtained for the LUMO energy is 0.869 eV. Its SMILES is NC(=O)C[C@H]1CO1.

Atoms and positions in Å:
O 1.63197 0.01165 0.40961
O -1.34459 -0.25802 -1.78911
N 0.48065 -0.45191 2.26978
C -0.34361 0.48189 -1.13043
C 0.60545 0.14419 1.05388
C -0.01617 -0.76140 -1.88544
C -0.55466 0.84775 0.39793
H -0.31126 -0.38826 2.88531
H 0.23701 -1.73265 -1.45364
H 1.16605 -1.17351 2.42506
H 0.06699 1.36068 -1.63271
H 0.36530 -0.67509 -2.91486
H -0.45725 1.94301 0.47261
H -1.52589 0.65167 0.89202